Entry 1:
Formula: C18H40F3N5NbO7
Source: the Open Molecules 2025 dataset
Level of theory: ωB97M-V/def2-TZVPD

maximum force = 0.069 hartree/bohr
charge = -1
HOMO level = -4.55 eV
DFT total energy = -50799.6152 eV
LUMO level = 0.0650 hartree

Structure (XYZ):
```
74
Properties=species:S:1:pos:R:3:forces:R:3
O -1.024343 -0.972632 0.720743 0.446 1.913 0.607
C -0.525501 0.099491 0.483957 -0.628 -3.396 -0.783
N 0.103015 0.998781 0.020016 -0.272 1.553 -0.386
Nb -0.915835 2.163807 -1.463845 0.341 1.176 -1.717
O -1.906368 3.409421 -2.702512 0.826 -1.458 1.270
C 0.878413 2.353236 -2.851038 -0.130 -0.502 0.433
C 1.512093 1.056242 -3.343922 0.035 0.519 -0.128
O 1.896523 0.163018 -2.320710 0.515 -0.344 0.035
C -1.786432 0.306328 -2.455639 -0.824 0.082 0.197
C -3.008370 0.620320 -3.351911 0.291 -0.398 0.700
C -2.668060 0.661932 -4.798651 -0.912 0.243 0.527
F -3.533625 1.408485 -5.498806 -0.839 0.733 -0.521
F -2.751326 -0.549254 -5.357285 0.129 -1.371 -0.465
F -1.477238 1.118938 -5.077195 1.594 0.658 -0.284
H -0.377133 3.666460 -0.546314 -0.361 -0.125 0.452
H -2.396608 2.158967 -0.365446 -0.230 0.097 0.148
H -1.279659 4.060637 -3.021622 0.078 0.332 -0.208
H 0.604519 2.928750 -3.728103 -0.116 0.276 -0.282
H 1.648922 2.915336 -2.329552 0.132 0.291 0.152
H 0.875714 0.569133 -4.072951 -0.371 -0.255 -0.189
H 2.429531 1.288408 -3.872396 0.426 -0.020 -0.150
H 1.116238 -0.254742 -1.959650 -0.318 0.011 0.247
H -1.074928 -0.238049 -3.075026 0.487 -0.016 0.023
H -2.143565 -0.415577 -1.733439 0.066 -0.263 0.397
H -3.521330 1.522185 -3.061223 -0.022 0.480 -0.078
H -3.722493 -0.184661 -3.258265 -0.451 -0.251 -0.042
C -7.681833 -2.107879 -4.698226 -0.159 -0.015 0.032
O -7.705660 -3.099936 -3.995369 0.024 -0.062 0.017
N -6.653589 -1.744181 -5.481242 0.063 0.139 -0.184
C -6.692860 -0.551957 -6.306038 0.188 -0.114 0.097
C -5.457109 -2.569988 -5.498627 -0.129 -0.068 0.121
H -8.535204 -1.409247 -4.756643 0.020 0.025 0.000
H -6.571478 -0.820016 -7.358002 -0.014 0.071 -0.021
H -5.889304 0.129310 -6.020447 -0.020 0.050 -0.065
H -7.646621 -0.043832 -6.180518 -0.033 -0.018 0.030
H -5.705797 -3.583070 -5.817970 0.030 -0.010 0.020
H -5.029213 -2.622551 -4.497948 0.074 -0.042 -0.023
H -4.728285 -2.139409 -6.178481 0.003 0.061 0.007
C 3.999195 -0.322556 3.167691 0.080 0.005 0.049
O 4.073666 0.673831 2.474173 0.008 0.079 -0.053
N 3.018982 -1.237121 3.119981 -0.004 -0.172 0.087
C 3.012726 -2.398585 3.991397 -0.190 0.140 -0.289
C 1.923938 -1.070576 2.169929 0.287 0.131 0.024
H 4.767041 -0.563121 3.927249 -0.012 -0.021 0.004
H 3.035610 -3.309548 3.386001 0.029 -0.049 0.090
H 2.115399 -2.399779 4.606410 0.090 -0.097 0.006
H 3.887253 -2.383702 4.640626 0.024 0.039 -0.008
H 2.320229 -1.042487 1.154396 -0.093 0.051 -0.041
H 1.408202 -0.130258 2.357065 -0.028 0.009 -0.046
H 1.225307 -1.895890 2.267563 -0.003 -0.009 0.046
C 0.919844 -3.008621 7.621346 -0.116 0.180 -0.011
O 1.016894 -2.785467 6.432425 -0.042 -0.075 0.077
N 1.436690 -4.088092 8.237337 0.045 -0.135 0.204
C 1.291866 -4.308079 9.661527 0.106 -0.115 -0.208
C 2.162567 -5.059978 7.436291 -0.087 0.160 -0.073
H 0.387496 -2.328553 8.307863 0.007 -0.013 0.014
H 2.273801 -4.356871 10.137109 -0.035 -0.004 0.082
H 0.763140 -5.245632 9.846098 -0.004 0.015 0.088
H 0.726476 -3.493665 10.108274 -0.016 0.035 -0.023
H 3.013733 -4.582497 6.949918 0.015 -0.052 -0.032
H 1.512385 -5.465235 6.660611 0.047 -0.030 -0.028
H 2.514496 -5.866850 8.073411 -0.010 0.002 0.053
C 3.188057 5.723751 -0.757162 -0.052 -0.093 0.216
O 2.371939 5.444709 -1.606967 -0.087 0.149 -0.304
N 3.972257 4.818538 -0.140498 0.176 0.011 0.072
C 4.928672 5.189200 0.877521 -0.110 -0.207 -0.085
C 3.830553 3.414176 -0.510085 -0.107 0.110 -0.031
H 3.341801 6.757124 -0.392856 0.061 -0.015 -0.017
H 5.937869 4.902072 0.570495 0.032 0.034 0.081
H 4.691125 4.686683 1.817845 0.078 0.025 0.033
H 4.903949 6.265590 1.038385 -0.026 0.033 -0.025
H 4.043521 3.285761 -1.572226 -0.021 -0.046 0.001
H 2.810126 3.078512 -0.325456 0.020 -0.062 -0.002
H 4.517993 2.811011 0.076609 -0.001 0.008 0.067
```
Positions in Å, forces in eV/Å.



Entry 2:
Formula: C33H31F5N7O3S2Ta
Source: the Open Molecules 2025 dataset
Level of theory: ωB97M-V/def2-TZVPD

maximum force = 0.026 hartree/bohr
charge = +2
HOMO level = -13.43 eV
DFT total energy = -88096.8865 eV
LUMO level = -0.2298 hartree

Structure (XYZ):
```
82
Properties=species:S:1:pos:R:3:forces:R:3
Ta 0.231427 -0.138540 -0.225903 -0.798 -0.392 -1.017
C -0.557492 -1.882589 3.564312 -0.054 0.019 -0.034
N -1.027511 -1.991385 2.168171 0.033 -0.025 0.017
C -2.443723 -1.583394 2.162123 0.006 -0.013 -0.042
C -2.599780 -0.081245 2.381081 0.033 -0.055 0.015
C -2.981140 0.713649 1.155582 0.030 0.050 -0.115
N -2.103903 0.604188 -0.069431 -0.112 0.117 0.104
C -2.626766 1.265582 -1.044477 0.030 0.009 -0.071
C -2.039296 1.586352 -2.329207 -0.126 -0.049 0.037
C -2.836425 1.960934 -3.413918 -0.047 0.006 -0.012
C -2.244532 2.343937 -4.602318 -0.071 0.002 -0.025
C -0.857243 2.404395 -4.697474 0.096 0.006 -0.024
C -0.045437 2.074958 -3.619293 -0.082 0.042 -0.128
C -0.654888 1.657461 -2.453545 0.188 -0.076 0.378
O 0.053902 1.361969 -1.335245 0.123 0.613 -0.358
C -0.920850 -3.417051 1.808303 0.019 0.018 0.052
C -1.098180 -3.632333 0.321349 -0.085 0.093 -0.047
C 0.200119 -3.517349 -0.448150 0.121 0.093 0.057
N 1.008934 -2.292556 -0.141915 -0.013 -0.293 0.207
C 2.242025 -2.584506 0.130086 0.008 0.044 0.007
C 3.352096 -1.734936 0.468363 -0.046 -0.181 -0.034
C 4.567947 -2.318889 0.844673 0.063 -0.042 0.022
C 5.613405 -1.526260 1.270935 0.022 -0.077 0.001
C 5.447475 -0.144753 1.335364 0.007 0.102 0.011
C 4.252570 0.456385 0.962774 0.203 -0.018 0.042
C 3.226420 -0.354512 0.526007 -0.315 0.220 -0.307
O 2.045458 0.174665 0.139160 0.532 0.146 0.701
H -1.227668 -2.447320 4.224190 0.009 -0.005 0.007
H -0.543525 -0.849820 3.903402 0.004 -0.017 0.000
H 0.440005 -2.293164 3.656734 0.061 -0.022 0.010
H -2.982311 -2.147524 2.934445 0.018 0.014 0.048
H -2.887690 -1.887140 1.214442 -0.030 0.030 0.028
H -1.687363 0.327077 2.797813 0.006 0.015 0.061
H -3.375054 0.114336 3.123704 -0.059 -0.033 -0.054
H -3.014952 1.769346 1.423493 0.020 0.019 0.008
H -3.997533 0.439129 0.848261 -0.008 -0.007 0.018
H -3.632226 1.670521 -0.899582 -0.002 0.010 -0.008
H -3.916796 1.950557 -3.316688 0.042 -0.001 -0.005
H -2.857158 2.623322 -5.448500 0.017 -0.006 0.017
H -0.400115 2.732948 -5.622828 -0.017 -0.013 0.033
H 1.031703 2.156805 -3.675993 -0.019 0.003 0.006
H -1.648948 -3.998856 2.386629 -0.043 -0.011 -0.011
H 0.066824 -3.761944 2.122365 0.006 -0.028 -0.005
H -1.832286 -2.924454 -0.046894 -0.038 0.000 -0.037
H -1.517300 -4.617560 0.109764 0.072 -0.052 0.044
H 0.021927 -3.556152 -1.519579 -0.020 0.011 -0.043
H 0.821077 -4.378750 -0.203418 -0.010 -0.038 -0.005
H 2.501376 -3.641801 0.126850 0.040 -0.015 0.006
H 4.673694 -3.397617 0.813481 0.003 0.036 -0.002
H 6.552048 -1.975069 1.565379 -0.024 0.020 -0.003
H 6.263815 0.475007 1.684867 -0.018 -0.017 -0.008
H 4.115425 1.529125 1.017618 -0.004 -0.025 -0.008
N 3.268426 0.987551 -2.132303 -0.046 -0.097 -0.143
C 2.622623 -0.049026 -2.700645 0.038 0.124 0.095
N 1.450378 -0.525073 -2.322038 0.112 -0.022 0.046
C 1.001074 -1.459324 -3.231544 -0.077 -0.009 0.067
C 1.864569 -1.804536 -4.205037 0.055 -0.031 -0.085
S 3.294020 -0.853638 -4.071855 0.052 -0.032 -0.064
C -0.396659 -1.827429 -3.119231 0.068 0.041 0.086
C -1.078806 -2.513942 -4.050351 -0.042 -0.065 -0.085
S -2.716897 -2.674868 -3.585334 -0.055 -0.050 -0.071
C -2.385568 -1.803656 -2.143548 -0.036 0.013 0.140
N -1.125201 -1.398710 -1.994677 -0.092 -0.020 0.087
N -3.398894 -1.674353 -1.256704 0.049 -0.028 -0.168
H 2.790304 1.561078 -1.461439 -0.051 0.014 0.070
H 4.108447 1.348955 -2.548350 0.017 -0.017 -0.018
H 1.732028 -2.506302 -5.013411 0.027 0.055 0.051
H -0.717966 -2.901502 -4.989643 -0.024 0.020 0.060
H -4.317651 -1.986448 -1.527269 0.023 -0.011 -0.013
H -3.352330 -0.943396 -0.576042 0.003 0.035 0.092
F 3.016442 2.704554 5.566160 0.039 0.031 0.051
C 2.296290 2.257773 4.554449 0.001 0.006 0.005
C 1.407273 3.098743 3.902572 -0.027 0.023 -0.001
F 1.274567 4.353894 4.293718 0.002 0.062 0.020
C 0.658290 2.621053 2.843403 0.014 0.033 0.101
F -0.192892 3.432290 2.224297 -0.074 0.056 -0.065
C 0.770924 1.304042 2.413011 -0.312 0.194 -0.487
O -0.009940 0.913297 1.369475 0.475 -0.414 0.629
C 1.664184 0.481405 3.077956 0.040 0.277 0.127
F 1.820131 -0.784380 2.698468 0.010 -0.404 -0.101
C 2.423203 0.945757 4.136247 -0.005 0.034 0.025
F 3.272496 0.126574 4.741424 0.046 -0.046 0.018
```
Positions in Å, forces in eV/Å.



Look up the charge of the second one. +2



The lowest HOMO level belongs to which entry? C33H31F5N7O3S2Ta



Which of these has the highest LUMO level? C18H40F3N5NbO7



The highest HOMO level belongs to which entry? C18H40F3N5NbO7